(1)
Computed, not measured: a molecular structure, C16H15CuN2O4S3, with ωB97M-V with the def2-TZVPD basis set.

Calculated values
Total charge: -1
LUMO (spin up / spin down) in Eh: 0.0970 / 0.0970
Multiplicity: 2
HOMO-LUMO gap (spin up / spin down) in Ha: 0.269 / 0.253

Geometry as XYZ:
```
41
Properties=species:S:1:pos:R:3:nbo_charge:R:1
Cu 0.79946 2.46086 -0.83759 0.908
O -0.35311 -3.52616 0.32914 -0.951
S -1.30633 -2.45515 0.18115 2.289
O -2.24899 -2.27550 1.25847 -0.958
N -0.56304 -1.05365 -0.18238 -0.814
C -0.86735 -0.62842 -1.39187 0.090
S -0.30585 0.77663 -2.12096 -0.286
C -1.82165 -1.52751 -2.13198 -0.013
C -2.35124 -1.38205 -3.40333 -0.202
C -3.22216 -2.35865 -3.86827 -0.212
C -3.55862 -3.45758 -3.07986 -0.216
C -3.02903 -3.60118 -1.80365 -0.181
C -2.16564 -2.61949 -1.36154 -0.332
H -2.08120 -0.51926 -3.99740 0.242
H -3.64988 -2.26561 -4.85886 0.207
H -4.24069 -4.20498 -3.46579 0.206
H -3.28151 -4.44736 -1.17806 0.222
O 0.67264 4.22690 -1.22199 -0.960
N 0.51641 1.63578 1.00289 -0.394
C 0.14901 1.17175 1.98183 0.347
C -0.31574 0.59181 3.20853 -0.121
C -0.57622 1.39609 4.31495 -0.173
C -1.03111 0.81144 5.48475 -0.231
C -1.22694 -0.56269 5.54556 -0.197
C -0.97033 -1.35819 4.43711 -0.210
C -0.51314 -0.78636 3.26165 -0.138
H -0.42202 2.46450 4.24756 0.222
H -1.23667 1.42913 6.34930 0.209
H -1.58674 -1.01481 6.46132 0.207
H -1.13180 -2.42675 4.48268 0.222
H -0.31895 -1.38597 2.38157 0.249
C 4.95151 1.62456 -2.42974 -0.829
S 3.35056 2.18511 -1.81008 1.252
C 3.67370 3.94187 -1.92813 -0.857
O 3.35281 1.82738 -0.35865 -0.996
H 5.73662 2.02404 -1.78706 0.219
H 5.08227 1.95380 -3.46069 0.215
H 4.94727 0.53716 -2.38414 0.232
H 3.84217 4.19347 -2.97679 0.211
H 4.54632 4.18174 -1.31893 0.209
H 2.75518 4.42329 -1.57070 0.314
```


(2)
Computed, not measured: a molecular structure, C2HCl2O2P at a distorted geometry, with ωB97M-V with the def2-TZVPD basis set.

Calculated values
LUMO in Eh: -0.0317
HOMO-LUMO gap in Ha: 0.309

Geometry as XYZ:
```
8
Properties=species:S:1:pos:R:3:nbo_charge:R:1
C -1.56299 0.47038 -0.62290 -0.690
C 0.08879 -0.62142 -0.14354 0.393
O 0.08840 -1.82506 0.02580 -0.488
O -2.92469 -1.82944 -0.37417 -0.975
P -2.85711 -0.49018 0.21366 1.361
Cl -1.41903 2.16770 -0.32100 0.043
Cl -0.36635 0.02688 -2.00005 0.156
H 0.77437 0.21352 0.12982 0.200
```


(3)
Computed, not measured: 2 unconnected molecules or ions with the total composition C11H15BrNO2 at a distorted geometry, with ωB97M-V with the def2-TZVPD basis set.

Calculated values
Total charge: +1
LUMO (spin up / spin down) in Eh: -0.2063 / -0.2116
HOMO-LUMO gap (spin up / spin down) in Ha: 0.267 / 0.262

Geometry as XYZ:
```
30
Properties=species:S:1:pos:R:3:nbo_charge:R:1
C -3.43417 2.04942 0.55239 -0.182
C -3.47874 1.16580 -0.54454 -0.161
C -2.25446 2.50930 1.06059 -0.173
C -2.31662 0.62024 -1.00880 -0.242
C -1.04981 2.09512 0.48591 -0.244
C -1.13007 1.10981 -0.50532 -0.008
C 0.04473 -1.56518 0.11219 -0.233
C 0.76791 -2.27419 1.23798 -0.086
C 2.89485 -1.52156 0.38216 -0.234
C 2.17101 -0.60292 -0.56711 0.704
C 0.21276 0.68779 -1.03402 -0.263
N 0.83727 -0.30112 -0.07284 -0.470
O 2.02135 -2.66015 0.63559 -0.504
O 2.34216 -0.87803 -1.82033 -0.639
Br 3.40861 1.81029 0.08350 -0.343
H -4.28336 2.39590 1.01198 0.221
H -4.37974 0.84732 -0.98303 0.225
H -2.38784 3.21862 1.86751 0.234
H -2.42749 -0.11450 -1.66886 0.213
H -0.16193 2.41421 0.89550 0.219
H 0.04117 -1.94755 -0.93308 0.244
H -0.95448 -1.42055 0.41810 0.262
H 1.02874 -1.77869 2.08972 0.204
H 0.37822 -3.18262 1.38735 0.230
H 3.86547 -1.81382 -0.04014 0.242
H 3.27336 -1.23711 1.38058 0.253
H 0.30106 0.04622 -1.86041 0.215
H 0.73130 1.64148 -1.21428 0.288
H 1.05550 0.32604 0.68767 0.484
H 2.88326 -1.63956 -2.03594 0.542
```


(4)
Computed, not measured: 2 unconnected molecules or ions with the total composition C2H6O3P at a distorted geometry, with ωB97M-V with the def2-TZVPD basis set.

Calculated values
Total charge: -1
LUMO in Eh: 0.1518
HOMO-LUMO gap in Ha: 0.299

Geometry as XYZ:
```
12
Properties=species:S:1:pos:R:3:nbo_charge:R:1
C -1.49884 -0.86561 0.65937 -0.257
C 1.04920 1.59543 -0.88175 -1.290
O 1.45447 -1.05502 -0.35782 -1.151
O 2.07600 0.79673 1.45355 -1.120
O -1.27084 -1.20208 -0.68054 -0.781
P 1.57626 0.41640 0.10324 2.135
H -0.64624 -1.20576 1.29659 0.187
H -2.36509 -1.57603 0.91073 0.150
H -1.79956 0.21522 0.71977 0.164
H -0.32934 -1.05468 -0.91951 0.510
H 1.15215 2.55305 -0.43672 0.225
H 0.60183 1.38234 -1.86691 0.230
```


Result set for ΔE to the lowest compared entry with this formula, charge and spin: 44.4 316.9 222.8 150.9 kJ/mol, one per record in the order listed.